{"formula": "C6H6Br2N2", "method": "wB97M-V/def2-TZVPD", "energy_ha": -5489.66639, "gap_ev": 9.756, "spin_multiplicity": 1, "total_charge": 0, "e_homo_ev": -9.4, "species": ["C", "C", "C", "C", "C", "C", "N", "N", "Br", "Br", "H", "H", "H", "H", "H", "H"], "positions_angstrom": [[2.127467, 0.876144, 1.336503], [1.724766, 0.631729, 0.081966], [0.686367, -0.724930, 1.421988], [-0.953356, -1.435364, -1.409310], [-0.286988, -0.486248, -2.296894], [0.042550, -0.735622, -0.940943], [1.443129, -0.024520, 2.200711], [0.752505, -0.334580, 0.124781], [1.106145, -1.252638, -3.719077], [-2.806931, 2.061820, 0.807892], [2.888222, 1.596052, 1.726924], [2.035636, 1.085288, -0.760497], [0.009612, -1.488286, 1.601773], [-1.818997, 1.309483, 1.461945], [-1.683398, -2.169649, -1.426079], [-0.743401, 0.308978, -2.865086]], "atomic_forces_ev_per_a": [[0.2, -0.6, 1.6], [-0.2, 0.2, 1.8], [0.1, 0.8, 0.1], [1.3, 1.0, -0.7], [0.5, -1.0, -1.4], [-1.3, -0.2, 0.3], [0.5, 0.4, -0.3], [1.5, 0.7, -0.5], [-0.6, 0.3, 0.6], [-0.3, 0.2, -0.2], [-1.0, -0.9, -0.5], [0.7, 1.2, -2.9], [-1.0, -1.3, 1.1], [0.3, -0.2, 0.2], [-1.1, -1.1, 0.3], [0.1, 0.4, 0.4]]}

{"formula": "C19H21N3O3", "method": "wB97M-V/def2-TZVPD", "energy_ha": -1126.61751, "gap_ev": 9.132, "spin_multiplicity": 1, "total_charge": 0, "e_homo_ev": -8.5, "species": ["C", "H", "O", "C", "C", "H", "H", "C", "N", "C", "O", "C", "C", "C", "N", "C", "N", "C", "C", "C", "H", "H", "C", "C", "C", "C", "C", "C", "O", "C", "H", "H", "H", "H", "H", "H", "H", "H", "H", "H", "H", "H", "H", "H", "H", "H"], "positions_angstrom": [[2.256017, 6.289798, -2.920456], [2.233376, 6.204709, -4.014839], [3.239931, 5.459424, -2.364282], [3.036952, 4.093988, -2.644672], [4.145782, 3.293196, -1.968582], [4.051414, 3.397526, -0.887416], [5.102813, 3.722850, -2.265431], [4.121587, 1.810494, -2.345818], [2.939895, 1.134599, -1.867928], [2.963596, 0.284923, -0.811334], [3.996629, -0.047564, -0.261998], [1.629346, -0.243304, -0.401137], [0.462140, 0.489885, -0.549878], [-0.724842, -0.085553, -0.118138], [-2.004347, 0.412638, -0.133643], [-2.738611, -0.510300, 0.398277], [-2.046739, -1.629637, 0.772535], [-0.732268, -1.382675, 0.449782], [0.440161, -2.102344, 0.628292], [1.608080, -1.512648, 0.198058], [2.552913, -2.019776, 0.319822], [0.441828, -3.074459, 1.097562], [-2.567946, -2.801798, 1.342139], [-2.205602, -4.039717, 0.833880], [-2.702351, -5.202759, 1.396447], [-3.570845, -5.124452, 2.468143], [-3.947315, -3.894255, 2.982756], [-3.453370, -2.718643, 2.432285], [-3.751266, -1.465941, 2.871493], [-4.584470, -1.322528, 3.996491], [-4.651183, -0.250357, 4.173155], [-4.156416, -1.809135, 4.878188], [-5.586186, -1.721599, 3.807853], [-4.624442, -3.860444, 3.821103], [-3.965143, -6.024631, 2.914227], [-2.413825, -6.161227, 0.994727], [-1.538329, -4.081669, -0.013490], [-3.800119, -0.434005, 0.526819], [0.449196, 1.493544, -0.945632], [2.058819, 1.366052, -2.294674], [4.187046, 1.698332, -3.433222], [4.970455, 1.303833, -1.880404], [2.046537, 3.783231, -2.273590], [3.057482, 3.927617, -3.735561], [2.514210, 7.309120, -2.641685], [1.259413, 6.045661, -2.530225]], "atomic_forces_ev_per_a": [[-0.1, 0.0, 0.0], [0.0, 0.0, 0.0], [0.2, -0.1, 0.1], [0.2, -0.1, 0.1], [-0.3, 0.0, -0.2], [0.0, 0.0, 0.0], [0.1, 0.0, 0.0], [0.3, 0.2, 0.2], [-0.2, 0.2, -0.2], [-0.1, 0.0, -0.2], [0.2, -0.1, 0.2], [-0.2, -0.1, 0.2], [0.1, -0.2, 0.1], [0.1, -0.8, 0.2], [-0.4, 0.5, -0.1], [-0.1, 0.3, -0.2], [0.1, 0.2, 0.0], [0.5, 0.6, -0.3], [0.0, -0.1, 0.1], [0.1, 0.0, 0.0], [0.1, 0.0, 0.0], [0.0, -0.1, 0.0], [-0.3, -0.4, 0.3], [-0.1, 0.2, 0.1], [0.0, -0.1, 0.0], [0.1, 0.0, -0.1], [-0.1, 0.2, 0.1], [0.2, 0.0, -0.1], [0.3, -0.2, -0.3], [-0.2, 0.0, 0.2], [0.0, -0.1, 0.0], [0.0, 0.0, 0.0], [0.1, 0.0, 0.0], [-0.1, 0.0, 0.1], [0.0, -0.1, 0.0], [0.0, -0.1, 0.0], [0.1, 0.0, -0.1], [-0.2, -0.1, 0.1], [0.0, 0.1, -0.1], [0.0, -0.2, 0.1], [0.1, 0.0, 0.1], [-0.1, 0.0, -0.2], [0.0, 0.0, -0.1], [0.0, 0.0, 0.1], [-0.1, 0.0, -0.1], [0.0, 0.0, 0.0]]}

{"formula": "C31H25BrN5O5S2V", "method": "wB97M-V/def2-TZVPD", "energy_ha": -6160.76440, "gap_ev": [3.993, 5.920], "spin_multiplicity": 4, "s2": 3.859, "total_charge": -1, "e_homo_ev": [-2.3, -4.4], "species": ["V", "O", "C", "C", "C", "C", "C", "C", "C", "O", "N", "N", "C", "C", "Br", "C", "C", "C", "C", "C", "C", "C", "H", "H", "H", "H", "H", "H", "H", "H", "H", "H", "H", "H", "H", "H", "O", "S", "O", "N", "C", "C", "C", "C", "C", "C", "C", "C", "N", "C", "C", "C", "C", "C", "C", "C", "H", "H", "H", "H", "H", "H", "H", "H", "H", "H", "H", "O", "S", "N"], "positions_angstrom": [[0.094230, -1.585280, 0.276643], [-4.730818, 1.096347, -0.832705], [-4.594946, 0.861367, 0.494581], [-5.526809, 1.420959, 1.362457], [-5.404063, 1.232688, 2.729338], [-4.351749, 0.488356, 3.244322], [-3.434911, -0.085226, 2.374161], [-3.553016, 0.078247, 1.002185], [-2.593185, -0.604111, 0.045226], [-1.568614, -1.253872, 0.697122], [-2.094571, 0.385826, -0.890523], [-0.979308, -0.147002, -1.605553], [-0.575888, 0.712879, -2.520568], [0.509951, 0.632957, -3.392540], [1.792243, -0.767987, -3.090605], [0.802830, 1.490141, -4.447172], [-0.081040, 2.400909, -5.118100], [0.471990, 3.444564, -5.895754], [-0.323766, 4.342149, -6.578476], [-1.712279, 4.242747, -6.527749], [-2.280257, 3.207454, -5.792334], [-1.491166, 2.305275, -5.102727], [-3.863748, 0.895854, -1.257376], [-6.328972, 2.016298, 0.945435], [-6.130289, 1.681932, 3.396105], [-4.245390, 0.352332, 4.312928], [-2.612311, -0.680396, 2.748692], [-3.160302, -1.335654, -0.550914], [-1.794030, 1.207620, -0.361207], [-1.133181, 1.645059, -2.617400], [1.820549, 1.467203, -4.821476], [1.551451, 3.537516, -5.941230], [0.135479, 5.136363, -7.156741], [-2.334870, 4.950450, -7.060748], [-3.358970, 3.101257, -5.766558], [-1.957462, 1.484311, -4.575689], [1.116324, 1.083102, -0.070257], [1.737464, 0.761090, 1.182635], [1.449394, 1.596294, 2.319692], [1.383183, -0.788322, 1.451937], [1.517319, -1.373456, 2.704312], [2.277296, -0.943078, 3.769727], [2.247742, -1.656754, 4.982639], [1.482235, -2.779484, 5.148272], [0.703791, -3.258804, 4.071650], [-0.128555, -4.397283, 4.117511], [-0.841915, -4.755258, 3.003908], [-0.738899, -3.994218, 1.832162], [0.033864, -2.931299, 1.755983], [0.744280, -2.556302, 2.851863], [3.500423, 0.761625, 0.948415], [4.293378, 1.698687, 1.588680], [5.666903, 1.663515, 1.395135], [6.227488, 0.697399, 0.571625], [5.420429, -0.233890, -0.070975], [4.048387, -0.206914, 0.116792], [2.869296, -0.043576, 3.684799], [2.843037, -1.293994, 5.811177], [1.457481, -3.302302, 6.096288], [-0.193012, -4.976576, 5.030444], [-1.490639, -5.619812, 3.017235], [-1.274154, -4.257733, 0.928959], [3.825515, 2.437548, 2.226359], [6.301277, 2.391188, 1.884899], [7.300076, 0.674873, 0.424538], [5.862468, -0.975945, -0.722845], [3.395733, -0.912132, -0.383817], [-0.022922, -5.011827, -1.350147], [1.149544, -4.111430, -1.328226], [0.872956, -2.744462, -0.716419]], "atomic_forces_ev_per_a": [[-0.7, 2.6, -1.5], [-0.1, 0.0, -0.1], [0.0, 0.1, 0.0], [0.0, 0.0, 0.0], [0.0, 0.0, 0.0], [0.0, 0.0, 0.0], [-0.1, 0.0, 0.0], [0.1, -0.1, 0.0], [-0.2, 0.4, -0.5], [-2.3, -0.1, 1.2], [-0.2, 0.3, 0.0], [0.3, -0.6, 0.5], [0.2, 0.0, -0.4], [-0.2, 0.0, 0.2], [0.0, 0.0, -0.1], [0.1, 0.0, -0.1], [0.0, -0.1, 0.0], [0.0, 0.0, 0.0], [0.0, 0.0, 0.0], [0.0, 0.0, 0.0], [0.0, 0.1, 0.0], [0.0, 0.0, 0.0], [0.0, 0.0, 0.0], [0.0, 0.0, 0.0], [0.0, 0.0, 0.0], [0.0, 0.0, 0.0], [0.0, 0.0, 0.0], [0.1, -0.1, 0.0], [0.2, -0.1, 0.1], [-0.1, -0.1, 0.0], [0.0, 0.0, 0.0], [0.0, 0.0, 0.0], [0.0, 0.0, 0.0], [0.0, 0.0, 0.0], [0.0, 0.0, 0.0], [0.0, 0.0, 0.0], [0.1, -0.1, 0.0], [0.3, 0.6, 0.2], [0.2, -0.1, 0.1], [0.6, 0.8, 0.9], [0.2, 0.1, 0.3], [-0.1, 0.0, -0.2], [0.0, -0.1, 0.1], [0.1, 0.1, 0.1], [0.0, 0.0, -0.2], [-0.1, 0.0, -0.2], [0.0, -0.2, 0.3], [0.2, 0.2, -0.3], [-0.1, -0.8, 1.3], [0.1, 0.0, 0.3], [-0.1, -0.1, 0.0], [-0.1, 0.0, 0.0], [0.1, 0.0, 0.0], [0.0, 0.0, 0.0], [0.0, 0.0, 0.0], [0.0, 0.0, -0.1], [0.0, 0.0, 0.0], [0.0, 0.0, 0.0], [0.0, 0.0, 0.0], [0.0, 0.0, 0.0], [0.0, 0.0, 0.0], [0.0, 0.0, 0.0], [0.0, 0.0, 0.0], [0.0, 0.0, 0.0], [0.0, 0.0, 0.0], [0.0, 0.0, 0.0], [0.0, 0.0, 0.0], [0.3, 0.0, -0.2], [-0.8, 0.5, 0.4], [1.9, -3.3, -2.3]]}

{"formula": "C5H7NO4", "method": "wB97M-V/def2-TZVPD", "energy_ha": -550.24569, "gap_ev": 9.434, "spin_multiplicity": 1, "total_charge": 0, "e_homo_ev": -9.3, "species": ["O", "C", "C", "C", "O", "N", "C", "C", "O", "H", "H", "H", "H", "H", "H", "O", "H"], "positions_angstrom": [[1.871186, 0.246154, 0.426057], [0.890709, -0.728479, 0.453981], [-0.509944, -0.443514, 0.910430], [-0.977197, 0.993803, 0.842843], [-2.028135, 1.384134, 1.299836], [-0.468465, 0.746789, -1.005620], [-0.169777, -0.586260, -0.602742], [-0.642727, -1.766227, -1.364068], [-0.981817, -1.702874, -2.522177], [2.406104, 0.193463, 1.224965], [1.246417, -1.744279, 0.647208], [-1.114836, -1.195672, 1.413575], [-0.791786, 1.144211, -1.877351], [-0.554193, -2.737830, -0.830266], [0.508673, 1.729869, -0.693772], [0.259270, 2.398409, 0.617729], [1.056517, 2.068304, 1.059372]], "atomic_forces_ev_per_a": [[0.5, -0.1, 0.2], [-0.1, -0.1, -0.4], [0.7, -0.2, -0.3], [-2.4, 1.7, 0.2], [3.0, -0.7, -1.5], [2.5, 3.5, 0.7], [-1.0, -0.2, 0.2], [0.7, 0.1, -0.8], [-0.1, -0.1, 0.7], [0.0, -0.1, 0.0], [-0.1, 0.2, -0.1], [0.2, 0.5, 0.3], [-0.4, -1.3, -0.4], [-0.2, 0.1, 0.0], [-2.8, -1.9, 1.0], [-0.3, -1.5, 0.0], [-0.2, 0.3, 0.0]]}

Table of energy above the lowest of the compared OMol25 structures with the same formula, charge and spin (kcal per mole), in record order: 22.27 46.25 29.78 120.70